[1]
Computed, not measured: one molecule with the formula C6H9P, with ωB97M-V with the def2-TZVPD basis set.

Positions of all 16 atoms, in Å:
C (-0.46565, -0.12621, 1.29056)
C (-1.68768, 0.29334, 0.98241)
C (0.21589, -0.30560, -0.98704)
C (-0.65133, 0.90834, -1.40497)
C (1.87048, -0.98293, 0.77463)
C (0.72515, -0.13650, 0.44862)
P (-2.27006, 0.97462, -0.53516)
H (-0.56682, -0.48692, 2.24964)
H (-2.53220, 0.40894, 1.65277)
H (-0.33079, -1.28208, -1.14701)
H (0.94956, -0.36408, -1.77419)
H (-0.11235, 1.77025, -1.19191)
H (-0.81638, 0.91133, -2.47851)
H (2.65941, -1.12325, 0.11247)
H (2.08457, -1.47212, 1.68939)
H (0.92819, 1.01287, 0.31829)

Forces on atoms 1 to 3 (eV/Å):
C -1.077 -0.087 0.563
C -1.791 1.600 -1.823
C -1.215 -0.991 -1.541

The value obtained for the total energy is -575.21408 Eh. The value obtained for the relative energy (zero: lowest compared OMol25 entry of this formula, charge and spin) is 3.374 eV. The value obtained for the LUMO energy (spin up / spin down) is -0.00005 / -0.02459 Eh. For the HOMO-LUMO gap (spin up / spin down), the calculation gives 7.368 / 7.662 eV.

These are the natural (NBO) partial charges, in e, on atoms 1 to 8: number 1, C, carries -0.14; number 2, C, carries -0.59; number 3, C, carries -0.37; number 4, C, carries -0.74; number 5, C, carries -0.26; number 6, C, carries -0.37; number 7, P, carries 0.59; number 8, H, carries 0.21


[2]
Computed, not measured: CH4N2O2 as an isolated structure, with ωB97M-V with the def2-TZVPD basis set.

Positions of all 9 atoms, in Å:
N (1.29591, 0.29069, -0.36058)
C (-0.64640, 0.50866, 0.05993)
O (1.50701, -0.57005, -1.43497)
O (-2.26066, 0.12922, 0.75335)
N (-0.15621, -0.39839, 0.68524)
H (1.44507, -1.47923, -1.09649)
H (-2.21620, 0.27830, 1.71029)
H (1.94341, 0.01675, 0.38537)
H (-0.91195, 1.22406, -0.70214)

Forces on atoms 1 to 3 (eV/Å):
N 0.096 -1.251 1.012
C -5.800 -1.276 2.258
O -0.401 0.008 0.525

The value obtained for the total energy is -300.24154 Eh. The value obtained for the relative energy (zero: lowest compared OMol25 entry of this formula, charge and spin) is 6.697 eV. The value obtained for the LUMO energy (spin up / spin down) is -0.00323 / -0.00322 Eh. For the HOMO-LUMO gap (spin up / spin down), the calculation gives 9.086 / 9.087 eV.

These are the natural (NBO) partial charges, in e, on atoms 1 to 8: number 1, N, carries -0.22; number 2, C, carries 0.34; number 3, O, carries -0.54; number 4, O, carries -0.88; number 5, N, carries -0.21; number 6, H, carries 0.46; number 7, H, carries 0.45; number 8, H, carries 0.34


[3]
Computed, not measured: a 2-piece molecular cluster, C6H14O overall, with ωB97M-V with the def2-TZVPD basis set.

Positions of all 21 atoms, in Å:
C (1.31874, -2.64955, -0.96573)
C (0.62378, -0.91963, -1.98364)
C (-0.37599, -0.20467, -1.26227)
C (-0.03922, 0.90040, -0.29888)
C (-0.82362, 0.83082, 1.01452)
C (-0.54359, 2.01222, 1.92582)
O (-1.31058, 1.85288, 3.10486)
H (2.00111, -2.98779, -1.75019)
H (0.56157, -3.41996, -0.77493)
H (1.88049, -2.42294, -0.05224)
H (1.63768, -0.52694, -2.01917)
H (0.32841, -1.50413, -2.85013)
H (-1.41657, -0.42807, -1.47898)
H (0.28440, -1.44710, -0.88890)
H (-0.21636, 1.88550, -0.76383)
H (1.03890, 0.87141, -0.07498)
H (-1.90080, 0.80215, 0.80576)
H (-0.58291, -0.09643, 1.54982)
H (0.53455, 2.05775, 2.15578)
H (-0.80594, 2.94820, 1.40458)
H (-1.13254, 2.60503, 3.68129)

Forces on atoms 1 to 3 (eV/Å):
C 0.142 -0.200 0.089
C 0.013 0.117 -0.164
C -0.149 0.132 -0.059

The value obtained for the total energy is -312.05055 Eh. The value obtained for the relative energy (zero: lowest compared OMol25 entry of this formula, charge and spin) is 5.564 eV. The value obtained for the LUMO energy is 0.03675 Eh. For the HOMO-LUMO gap, the calculation gives 7.656 eV.

These are the natural (NBO) partial charges, in e, on atoms 1 to 8: number 1, C, carries -0.89; number 2, C, carries -0.32; number 3, C, carries -0.49; number 4, C, carries -0.41; number 5, C, carries -0.41; number 6, C, carries -0.05; number 7, O, carries -0.72; number 8, H, carries 0.21


[4]
Computed, not measured: one molecule with the formula C2H3N3O, with ωB97M-V with the def2-TZVPD basis set.

Positions of all 9 atoms, in Å:
N (1.47205, 0.20584, -0.70952)
N (1.54502, 0.60165, 0.44325)
C (0.74462, -0.58237, 0.27529)
C (-0.70656, -0.39787, 0.21190)
N (-1.23186, 0.53899, -0.71195)
O (-1.05706, 1.31409, 0.47334)
H (1.13944, -1.53039, 0.60914)
H (-1.40253, -0.97129, 0.79564)
H (-0.50313, 0.82134, -1.38708)

Forces on atoms 1 to 3 (eV/Å):
N 0.639 0.242 0.222
N 0.375 0.532 -0.422
C -0.679 -1.025 0.103

The value obtained for the total energy is -317.31156 Eh. The value obtained for the relative energy (zero: lowest compared OMol25 entry of this formula, charge and spin) is 6.007 eV. As for the structure (SMILES): N1=NC1[C@@H]1NO1. The value obtained for the LUMO energy (spin up / spin down) is 0.00202 / 0.00202 Eh. For the HOMO-LUMO gap (spin up / spin down), the calculation gives 9.423 / 9.422 eV.

These are the natural (NBO) partial charges, in e, on atoms 1 to 8: number 1, N, carries -0.07; number 2, N, carries 0.01; number 3, C, carries -0.15; number 4, C, carries 0.19; number 5, N, carries -0.33; number 6, O, carries -0.41; number 7, H, carries 0.20; number 8, H, carries 0.22


[5]
Computed, not measured: C26H41F8Li2N5O6P as an isolated structure, with ωB97M-V with the def2-TZVPD basis set.

Positions of all 89 atoms, in Å:
Li (2.37735, -4.79200, 2.81329)
Li (-0.46884, 2.16042, 5.47705)
P (-0.12540, -1.41854, 1.38216)
F (0.51127, -0.32783, 0.19792)
F (1.31352, -1.28545, 2.18067)
F (-0.79031, -0.30318, 2.27960)
F (-0.57092, -2.55559, 2.42076)
F (-1.50614, -1.65710, 0.56142)
F (0.46243, -2.55316, 0.43413)
C (-5.59521, -4.28474, 5.51468)
C (-6.01229, -3.30327, 6.61562)
C (-4.96765, -3.19633, 7.70285)
C (-3.75829, -2.44429, 7.29902)
N (-2.78362, -1.85235, 6.97061)
H (-5.48192, -5.25883, 5.99052)
H (-4.72947, -3.91774, 4.96342)
H (-6.31474, -4.51306, 4.72839)
H (-6.90243, -3.72661, 7.08095)
H (-6.25315, -2.36124, 6.12300)
H (-4.66655, -4.15088, 8.13445)
H (-5.36264, -2.72074, 8.60057)
C (7.66589, 0.55246, 6.06127)
C (7.44065, 0.17853, 7.50727)
C (6.24168, 0.98504, 8.08250)
C (5.10542, 1.09822, 7.12434)
N (4.23811, 1.19128, 6.33445)
H (6.82358, 0.28298, 5.42410)
H (8.55186, -0.01075, 5.76810)
H (7.85955, 1.61049, 5.88466)
H (8.34340, 0.24085, 8.11494)
H (7.19339, -0.87894, 7.41385)
H (6.42188, 1.98466, 8.47796)
H (5.83002, 0.44435, 8.93473)
C (-8.21326, 0.84231, 1.55893)
C (-6.96546, 0.99241, 0.71219)
C (-6.24806, 2.28388, 1.13420)
C (-5.79980, 2.33413, 2.53401)
N (-5.40543, 2.39851, 3.61787)
H (-9.01004, 1.55615, 1.34994)
H (-7.93117, 1.02589, 2.59566)
H (-8.62485, -0.14364, 1.34305)
H (-7.04247, 0.99608, -0.37508)
H (-6.33812, 0.15438, 1.01591)
H (-6.98248, 3.08823, 1.17599)
H (-5.37623, 2.58119, 0.55142)
C (-0.15475, 4.49780, -4.42153)
C (0.57220, 5.29389, -5.52000)
C (0.24760, 6.76580, -5.42849)
C (0.64364, 7.30252, -4.12134)
N (1.01341, 7.71134, -3.12647)
H (-1.23328, 4.65151, -4.45685)
H (0.10613, 4.67082, -3.37745)
H (0.12668, 3.47981, -4.69099)
H (0.47699, 4.94975, -6.54986)
H (1.64085, 5.16296, -5.34995)
H (-0.82382, 6.86193, -5.60435)
H (0.79818, 7.40151, -6.12191)
C (2.87830, -1.73484, -5.73779)
C (3.87305, -1.99188, -6.91737)
C (4.01162, -0.86613, -7.91789)
C (2.72273, -0.41194, -8.53000)
N (1.73150, -0.02970, -9.00985)
H (3.17561, -0.83699, -5.19596)
H (2.79614, -2.57062, -5.04295)
H (1.88424, -1.42683, -6.06194)
H (3.53841, -2.93374, -7.35214)
H (4.86429, -2.18664, -6.50797)
H (4.58516, -1.23055, -8.77016)
H (4.58515, -0.06265, -7.45574)
C (-5.25133, -3.71439, -3.57837)
C (-3.99969, -3.81960, -4.47038)
O (-4.13788, -2.88695, -5.51645)
C (-5.36710, -2.23690, -5.31296)
O (-5.76532, -1.28909, -5.96737)
O (-5.91176, -2.62045, -4.15444)
F (-3.75833, -5.05182, -4.98671)
H (-5.08404, -3.41922, -2.54252)
H (-5.88204, -4.60206, -3.62688)
H (-3.05880, -3.60225, -3.96481)
C (6.58272, 0.07321, -0.86906)
C (6.16603, 1.51979, -0.77693)
O (6.79554, 2.01637, -1.87037)
C (7.76920, 1.23679, -2.31605)
O (8.54362, 1.59291, -3.24434)
O (7.69033, 0.10672, -1.65194)
F (6.79661, 2.04576, 0.25728)
H (5.79606, -0.50962, -1.34820)
H (6.76064, -0.38260, 0.10494)
H (5.10285, 1.75019, -0.70856)

Forces on atoms 1 to 3 (eV/Å):
Li -0.381 0.454 -0.240
Li -0.064 -0.235 -0.200
P 0.644 0.213 -3.014

The value obtained for the total energy is -2895.74507 Eh. As for the charge: +1. The value obtained for the LUMO energy is -0.17561 Eh. For the HOMO-LUMO gap, the calculation gives 7.553 eV.

These are the Mulliken partial charges, in e, on atoms 1 to 8: number 1, Li, carries 0.99; number 2, Li, carries 0.99; number 3, P, carries 1.14; number 4, F, carries -0.39; number 5, F, carries -0.37; number 6, F, carries -0.34; number 7, F, carries -0.35; number 8, F, carries -0.36


[6]
Computed, not measured: a 4-piece molecular cluster, CH10NO3 overall, with ωB97M-V with the def2-TZVPD basis set.

Positions of all 15 atoms, in Å:
C (-0.24034, -1.70070, -1.50259)
N (-0.11371, -0.53138, -0.99890)
H (0.71262, -2.13370, -1.91104)
H (-0.97738, -2.32632, -1.06639)
H (-1.04442, -0.30315, -0.68062)
H (0.58829, 0.15294, -1.34654)
H (1.06509, 2.93303, 2.58273)
H (0.99456, 3.13108, 4.11251)
O (0.86929, 2.51771, 3.39524)
H (-2.77044, -1.01939, 1.68813)
H (-3.62086, -1.53716, 0.40259)
O (-2.73227, -1.33221, 0.71641)
H (2.79630, 0.97988, -2.43330)
H (2.45872, 0.43856, -1.06295)
O (2.01456, 0.73081, -1.89528)

Forces on atoms 1 to 3 (eV/Å):
C 2.274 -5.275 -3.306
N -0.241 4.992 2.334
H -1.189 -0.026 0.306

The value obtained for the total energy is -324.46233 Eh. The value obtained for the relative energy (zero: lowest compared OMol25 entry of this formula, charge and spin) is 0.764 eV. Its expectation value of S² is 0.75. The value obtained for the LUMO energy (spin up / spin down) is 0.01926 / 0.01850 Eh. For the HOMO-LUMO gap (spin up / spin down), the calculation gives 5.291 / 10.946 eV. As for the spin multiplicity: 2.

These are the natural (NBO) partial charges, in e, on atoms 1 to 8: number 1, C, carries -0.32; number 2, N, carries -0.81; number 3, H, carries 0.14; number 4, H, carries 0.17; number 5, H, carries 0.39; number 6, H, carries 0.41; number 7, H, carries 0.47; number 8, H, carries 0.47


[7]
Computed, not measured: one molecule with the formula C3H8N4, with ωB97M-V with the def2-TZVPD basis set.

Positions of all 15 atoms, in Å:
C (-2.27021, -0.26079, -0.15055)
C (-1.00621, -0.56252, 0.13624)
N (-0.51817, -2.08629, 0.28814)
C (0.16375, 0.32935, 0.12317)
N (0.06978, 1.69323, -0.09084)
N (1.32445, -0.31341, 0.12779)
N (2.38545, 0.36896, -0.34966)
H (-3.07013, -0.95775, 0.07935)
H (-2.54909, 0.63911, -0.68803)
H (0.02474, -2.62901, -0.38289)
H (0.07707, -2.03339, 1.12396)
H (-0.82105, 2.08484, 0.18619)
H (0.85606, 2.20134, 0.29431)
H (3.15400, 0.40891, 0.31109)
H (2.17957, 1.11744, -1.00825)

Forces on atoms 1 to 3 (eV/Å):
C -0.014 -0.358 0.112
C 1.964 -3.409 -0.948
N -2.015 2.273 2.625

The value obtained for the total energy is -338.02918 Eh. The value obtained for the relative energy (zero: lowest compared OMol25 entry of this formula, charge and spin) is 3.391 eV. As for the structure (SMILES): C=C(N)/C(N)=N/N. The value obtained for the LUMO energy (spin up / spin down) is 0.02878 / 0.02878 Eh. For the HOMO-LUMO gap (spin up / spin down), the calculation gives 8.378 / 8.378 eV.

These are the natural (NBO) partial charges, in e, on atoms 1 to 8: number 1, C, carries -0.42; number 2, C, carries 0.14; number 3, N, carries -0.87; number 4, C, carries 0.28; number 5, N, carries -0.84; number 6, N, carries -0.29; number 7, N, carries -0.68; number 8, H, carries 0.22


[8]
Computed, not measured: a 6-piece molecular cluster, C10H32BrN2O6 overall, with ωB97M-V with the def2-TZVPD basis set.

Positions of all 51 atoms, in Å:
Br (-32.23486, -1.02665, 16.57852)
C (-26.78856, 2.80817, 20.42908)
C (-27.70678, 1.57083, 20.24660)
C (-29.03003, 1.75499, 20.97640)
O (-28.72273, 1.81528, 22.37561)
C (-29.92893, 2.19318, 23.08767)
N (-28.03517, 1.47147, 18.78554)
H (-25.83423, 2.70240, 19.91317)
H (-26.40960, 2.66935, 21.44161)
H (-27.23027, 3.78341, 20.22436)
H (-27.16835, 0.64203, 20.43510)
H (-29.66809, 0.88871, 20.80164)
H (-29.51518, 2.68719, 20.68703)
H (-30.84662, 1.60511, 23.07676)
H (-30.22895, 3.17276, 22.71551)
H (-29.91697, 2.30387, 24.17197)
H (-28.65124, 2.19979, 18.45371)
H (-28.50585, 0.58257, 18.69382)
C (-32.16410, -6.33799, 13.21017)
C (-30.96120, -6.61677, 14.04772)
C (-29.56302, -6.40023, 13.40369)
O (-28.58273, -7.16347, 14.08994)
C (-27.65809, -7.76985, 13.14379)
N (-30.95340, -5.97424, 15.33082)
H (-33.04039, -6.61012, 13.79854)
H (-32.31327, -7.02169, 12.37446)
H (-32.15586, -5.29934, 12.87965)
H (-31.01157, -7.69774, 14.17838)
H (-29.18651, -5.37797, 13.36742)
H (-29.74920, -6.71778, 12.37773)
H (-27.05723, -7.12550, 12.50201)
H (-28.23534, -8.43512, 12.50169)
H (-26.85326, -8.25252, 13.69820)
H (-29.99143, -5.78911, 15.57669)
H (-31.21127, -5.00709, 15.19585)
O (-33.74889, 1.07136, 12.06317)
H (-33.26055, 0.71022, 12.80299)
H (-34.54386, 1.43369, 12.45428)
O (-34.91385, -4.72551, 18.08613)
H (-35.60541, -4.07089, 17.98890)
H (-34.17621, -4.37089, 17.58978)
C (-35.10201, 2.57144, 19.48481)
C (-36.10939, 3.55485, 20.04052)
O (-36.84176, 4.15250, 18.98915)
O (-35.71120, 1.29688, 19.06584)
H (-34.47371, 2.30414, 20.33445)
H (-34.49256, 2.80003, 18.61050)
H (-35.70659, 4.46881, 20.47702)
H (-36.66788, 3.05522, 20.83208)
H (-37.65741, 3.65510, 18.89475)
H (-35.12781, 0.80608, 18.48243)

Forces on atoms 1 to 3 (eV/Å):
Br -0.134 0.032 0.008
C 0.806 -1.746 1.023
C -0.458 2.073 -2.742

The value obtained for the total energy is -3535.13587 Eh. The value obtained for the relative energy (zero: lowest compared OMol25 entry of this formula, charge and spin) is 1.165 eV. As for the charge: -1. The value obtained for the LUMO energy is 0.09369 Eh. For the HOMO-LUMO gap, the calculation gives 6.852 eV.

These are the natural (NBO) partial charges, in e, on atoms 1 to 8: number 1, Br, carries -1.00; number 2, C, carries -0.63; number 3, C, carries -0.06; number 4, C, carries -0.08; number 5, O, carries -0.54; number 6, C, carries -0.28; number 7, N, carries -0.84; number 8, H, carries 0.21